14
Properties=species:S:1:pos:R:3:lowdin_charge:R:1 method="wB97M-V/def2-TZVPD" e_above_lowest_ev=8.809 e_tot_ha=-469.63156 e_homo_ev=-4.304 smiles="C[C@@H](N=[N+]([O-])[O-])ON" molar_mass_g_mol=120.1 total_charge=-1
O 1.846 1.079 -0.840 -0.1142
O -1.402 -0.845 0.030 -0.2051
O 3.106 -0.239 0.407 -0.1447
N 1.971 0.139 -0.031 -0.5928
N 0.990 -0.546 0.392 0.0725
N -0.947 -2.186 -0.057 0.0070
C -0.392 0.119 -0.218 -0.3416
C -1.002 1.400 0.380 -0.0520
H -0.032 0.444 -1.280 0.1345
H -0.592 -2.157 -1.004 0.0679
H -0.964 1.437 1.400 0.0371
H -1.965 1.578 0.060 0.0433
H -0.263 -2.463 0.564 0.0223
H -0.356 2.239 0.197 0.0658